Molecular formula: C38H82BrF8NO11S2
Method: DFT, ωB97M-V/def2-TZVPD

The value obtained for the HOMO-LUMO gap is 9.7 eV. The net charge is 0. The value obtained for the LUMO energy is 0.403 eV.

Atoms and positions in Å:
H (-1.609, -3.627, -1.044)
C (-4.770, -4.499, 4.630)
C (-3.171, 2.223, -2.335)
H (-3.455, -6.127, 5.158)
C (4.793, -0.785, -2.856)
H (8.593, 4.514, 0.494)
H (3.673, 4.694, -1.805)
H (5.818, 6.078, 2.303)
C (-9.404, -2.489, 6.302)
H (-0.558, -2.963, 1.975)
H (0.625, -5.694, 1.875)
C (-4.561, 4.235, -4.024)
H (-0.048, -2.033, -3.848)
H (6.320, 6.870, -3.135)
H (-3.921, 4.809, -2.039)
H (-3.553, 4.055, -4.403)
H (-9.710, -2.568, 4.181)
C (-12.596, -4.302, 6.204)
H (-7.436, -4.453, 2.777)
H (1.572, -1.630, -4.288)
C (-2.043, -3.538, -0.053)
H (-1.857, 3.955, -2.227)
C (1.229, -3.389, -0.309)
H (0.470, -4.176, 4.467)
O (4.682, 7.568, -4.195)
H (1.396, 3.233, -0.369)
H (6.907, 7.395, 2.700)
H (5.286, 7.083, -6.119)
O (-4.818, -4.816, 3.252)
C (-4.378, -5.669, 5.516)
H (1.132, -4.371, -3.126)
H (-0.858, -5.298, 0.369)
C (4.688, 6.678, -5.295)
H (8.205, 4.014, 2.130)
H (4.997, 4.600, -5.784)
C (5.725, -2.011, -2.686)
H (0.064, 5.132, -3.638)
O (1.568, 0.250, -0.674)
H (-5.148, -6.442, 5.534)
C (1.064, 5.549, -3.509)
C (-5.759, -5.808, 2.879)
O (1.762, -6.439, -0.177)
C (-0.699, -4.029, 2.104)
H (3.780, 3.184, -0.902)
C (2.246, -3.923, 0.673)
H (5.766, 3.972, 1.547)
H (2.292, 6.403, -1.952)
C (7.152, 5.675, 3.958)
H (-7.388, -5.397, 4.263)
C (1.227, -3.723, -3.982)
H (-11.187, -2.302, 5.090)
H (0.602, 6.867, -1.880)
C (5.936, 7.796, -3.579)
O (0.968, 5.056, -1.102)
H (1.577, 3.347, -2.106)
F (4.128, -1.415, -0.626)
Br (3.000, -3.943, -4.773)
C (0.638, -4.732, 2.385)
H (-3.206, 1.220, -1.909)
H (0.623, -2.643, 0.192)
H (-7.880, -6.168, 2.761)
C (7.834, 4.588, 1.273)
H (5.731, 8.476, -2.753)
H (0.259, -1.677, -1.692)
H (-0.203, -3.350, -5.591)
C (-1.987, 2.979, -1.757)
C (5.145, 5.273, -4.939)
H (-9.938, -2.673, 7.236)
H (-1.826, -2.544, 0.322)
H (-8.485, -3.077, 6.322)
H (-9.144, -1.431, 6.273)
H (1.783, 4.773, -3.779)
C (1.270, 6.029, -2.082)
H (-13.144, -4.316, 5.261)
C (-4.627, 4.116, -2.511)
H (-5.622, 4.399, -2.167)
H (-4.020, -3.711, 4.717)
H (6.569, 9.311, -4.979)
H (7.279, 7.727, -5.290)
H (7.005, 4.594, 3.940)
H (4.580, 4.897, -4.085)
H (-0.607, -4.710, -4.510)
H (-13.139, -4.902, 6.935)
F (6.619, -1.771, -1.709)
H (2.580, -4.171, 2.613)
F (4.246, 0.726, -1.099)
F (4.033, -0.974, -3.945)
C (1.224, -1.897, -2.138)
O (1.917, -2.872, -1.438)
H (7.862, 8.690, -3.936)
H (-1.065, 2.416, -1.913)
H (6.131, 4.608, -0.054)
S (2.070, -0.282, -1.916)
H (-5.503, -6.770, 3.336)
H (1.733, -5.369, 4.156)
H (6.203, 5.245, -4.674)
F (3.655, -5.996, 1.295)
H (-3.057, 2.102, -3.419)
C (-1.496, -4.605, 0.910)
H (1.193, 6.378, -4.205)
H (3.656, 6.641, -5.644)
O (-10.478, -4.244, 4.955)
H (0.053, -5.857, 4.110)
C (0.989, -2.251, -3.622)
C (6.526, 4.005, 0.765)
C (0.733, -5.046, 3.880)
C (3.244, 4.131, -0.972)
C (-10.242, -2.856, 5.088)
H (3.421, 4.705, -0.061)
H (-4.226, -5.330, 6.541)
O (7.760, 5.964, 1.592)
N (1.796, -3.894, 2.041)
H (8.187, 5.866, 4.241)
C (-7.198, -5.434, 3.189)
O (3.752, -5.301, -1.020)
H (-1.335, -4.141, 2.976)
H (6.679, 2.986, 0.409)
H (-5.637, -5.929, 1.803)
H (0.563, -4.183, -0.645)
O (1.872, 0.567, -3.057)
O (-4.427, 2.801, -2.030)
C (-11.194, -4.855, 6.012)
S (2.839, -5.532, 0.048)
H (-5.228, 3.511, -4.493)
C (0.187, -4.189, -5.031)
C (6.971, 8.416, -4.502)
H (-2.327, -5.193, 1.279)
H (-2.119, 3.145, -0.687)
H (6.495, 6.085, 4.725)
C (6.843, 6.310, 2.612)
H (-10.625, -4.797, 6.946)
C (3.905, -0.491, -1.596)
H (3.114, -3.275, 0.601)
H (-3.119, -3.596, -0.153)
F (5.029, -3.109, -2.391)
C (1.759, 3.880, -1.166)
H (-5.722, -4.067, 4.960)
F (5.597, 0.279, -3.081)
H (0.660, -4.863, -5.730)
H (-11.254, -5.910, 5.745)
F (6.383, -2.196, -3.849)
H (-12.582, -3.273, 6.566)
H (-4.856, 5.237, -4.335)

Force components x, y, z for each atom (eV/Å):
H 0.02 0.01 -0.26
C 0.04 0.02 0.13
C 0.16 -0.07 0.02
H 0.04 0.03 0.02
C 0.49 0.31 0.03
H 0.02 0.07 0.00
H 0.03 -0.04 0.00
H 0.00 -0.03 0.02
C -0.08 -0.10 0.09
H 0.23 0.23 0.06
H 0.26 -0.05 -0.30
C 0.12 -0.09 -0.01
H -0.26 0.15 0.05
H 0.03 -0.01 -0.03
H 0.03 0.00 -0.04
H 0.00 0.05 0.00
H -0.01 -0.06 -0.04
C 0.05 0.15 -0.01
H -0.01 -0.01 -0.06
H 0.13 0.22 -0.06
C -0.02 -0.10 0.25
H 0.06 -0.01 -0.01
C -0.16 -0.45 -0.19
H -0.02 0.20 0.21
O -0.15 0.06 0.02
H -0.09 0.05 0.02
H 0.04 0.01 -0.06
H 0.04 -0.01 0.02
O 0.15 0.06 -0.13
C -0.09 -0.09 -0.08
H 0.50 -0.15 0.26
H 0.05 -0.19 -0.14
C -0.03 -0.14 -0.07
H -0.04 -0.01 0.01
H -0.03 0.00 -0.01
C 0.22 -0.34 -0.17
H -0.03 0.04 0.02
O 0.49 -0.66 0.28
H -0.01 0.02 0.04
C 0.09 -0.13 -0.01
C -0.12 -0.07 -0.06
O 0.00 -0.21 0.62
C -0.47 -0.50 -0.41
H -0.03 0.00 0.02
C 0.13 0.38 0.55
H 0.00 -0.05 -0.01
H 0.00 0.00 -0.05
C 0.04 -0.13 -0.06
H -0.05 -0.04 -0.01
C -0.76 0.28 -0.91
H 0.00 0.01 0.04
H -0.03 -0.04 0.07
C 0.10 0.04 0.07
O -0.07 -0.03 0.08
H 0.04 -0.01 -0.01
F -0.22 0.65 -0.48
Br 0.05 -0.15 0.29
C -0.35 0.13 0.99
H -0.08 0.00 0.02
H 0.12 0.33 0.06
H 0.00 -0.01 -0.02
C 0.01 -0.13 -0.06
H -0.07 0.00 0.00
H -0.11 0.23 0.34
H -0.15 0.16 -0.14
C -0.05 0.12 -0.07
C 0.13 0.05 0.10
H -0.01 0.04 0.00
H 0.04 0.27 -0.01
H 0.03 0.03 -0.04
H 0.01 0.01 -0.02
H 0.01 0.03 -0.05
C 0.01 0.15 -0.10
H -0.01 -0.05 0.00
C -0.04 0.12 -0.03
H -0.01 -0.05 0.04
H 0.00 0.02 -0.07
H 0.00 0.03 0.04
H 0.04 -0.01 0.02
H -0.04 0.01 0.02
H -0.05 -0.03 -0.03
H -0.37 -0.02 -0.04
H 0.00 -0.02 0.00
F -0.35 -0.14 -0.48
H 0.08 0.09 0.24
F -0.20 -0.80 -0.28
F -0.05 -0.08 0.20
C 0.43 -0.42 -1.00
O 0.09 0.24 0.15
H 0.00 0.01 0.02
H 0.01 -0.01 0.01
H 0.03 -0.02 -0.05
S -1.65 1.45 0.57
H -0.02 0.01 0.03
H 0.20 -0.10 0.07
H 0.01 -0.02 -0.04
F 0.12 -0.29 0.35
H 0.02 0.03 0.00
C 0.14 0.34 -0.10
H 0.00 0.03 0.01
H -0.03 0.08 0.05
O 0.07 -0.10 -0.13
H -0.19 -0.07 0.16
C 0.18 -0.34 0.22
C -0.08 0.07 0.11
C 0.08 -0.01 -0.38
C 0.02 0.15 -0.12
C 0.07 0.12 0.02
H -0.01 -0.04 0.04
H 0.01 0.02 0.00
O 0.08 0.09 -0.06
N 0.04 -0.54 -0.68
H 0.00 0.05 0.02
C 0.05 0.06 0.16
O 0.23 -0.09 0.48
H -0.04 0.07 0.28
H 0.02 0.00 -0.02
H 0.07 0.05 -0.01
H -0.12 -0.09 -0.02
O 0.58 -0.52 -0.34
O -0.10 -0.08 0.04
C -0.08 -0.06 0.08
S -0.37 0.69 -1.66
H -0.05 0.02 0.01
C 0.69 0.10 0.42
C -0.04 -0.09 -0.12
H -0.13 -0.16 0.15
H 0.02 -0.05 0.02
H -0.01 0.02 0.00
C -0.07 0.05 0.10
H -0.03 0.03 0.02
C 0.50 0.25 0.48
H 0.30 -0.06 -0.07
H -0.21 -0.06 -0.10
F 0.43 0.40 -0.15
C 0.04 -0.16 0.05
H -0.01 -0.03 0.02
F -0.30 -0.25 0.02
H -0.09 -0.29 -0.13
H 0.04 0.00 -0.05
F -0.29 0.01 0.74
H -0.01 -0.02 0.04
H -0.02 0.01 0.01

=====

Molecular formula: C38H83BrO10
Method: DFT, ωB97M-V/def2-TZVPD

The value obtained for the HOMO-LUMO gap is 10.2 eV. The net charge is 0. The value obtained for the LUMO energy is 0.591 eV. The value obtained for the energy above the lowest of the compared OMol25 structures with the same formula, charge and spin is 2.995 eV.

Atoms and positions in Å:
H (-1.055, -5.069, -3.334)
C (3.281, 2.292, 5.048)
H (-0.735, 1.113, 3.350)
H (-5.846, 3.025, -5.897)
C (-2.147, -0.675, 0.635)
H (9.996, 4.534, 3.394)
C (-3.144, -0.302, -6.363)
H (-5.206, 0.220, -5.944)
H (-1.817, -3.607, -2.744)
C (5.066, -5.837, -3.820)
H (5.427, 4.502, 7.565)
H (0.081, 2.704, 3.705)
H (3.054, 4.941, 7.024)
C (-5.783, 0.246, -0.518)
C (-4.187, 0.481, -0.739)
O (-1.446, -3.593, -4.734)
C (-0.079, -1.956, 1.326)
O (-3.304, 0.906, 2.283)
H (4.827, -3.128, -0.912)
C (-2.422, -3.719, 2.808)
H (6.355, -6.352, -2.142)
C (-0.583, -3.973, -5.797)
C (-7.434, 1.907, 2.673)
C (9.148, 4.876, 2.794)
H (0.533, -3.702, -1.981)
H (-4.003, 0.613, -1.866)
C (-3.762, 2.524, -5.642)
C (3.061, 1.128, 5.999)
C (4.048, -4.918, -1.832)
H (-5.859, 2.484, -0.809)
C (4.757, -3.577, -1.906)
H (-4.222, -1.485, 0.270)
Br (-1.640, -5.043, 0.350)
C (-4.244, 0.167, -5.425)
H (-4.769, 3.729, -7.121)
H (-3.116, -1.481, -1.216)
C (-3.885, -3.560, 3.518)
H (-3.671, -2.956, 4.477)
H (-6.180, -0.654, -1.089)
H (3.046, -4.764, -1.424)
O (8.106, 5.189, 3.707)
H (-8.537, 1.841, 2.972)
H (-1.637, -3.137, 3.397)
H (-1.937, 2.350, -1.097)
H (5.769, -3.671, -2.302)
O (-3.993, 0.861, 3.471)
H (3.371, 0.189, 5.532)
C (9.591, 6.059, 1.950)
H (3.630, 1.243, 6.924)
C (6.894, 5.667, 3.141)
O (-3.960, 1.405, -4.788)
H (-7.123, 1.537, -1.873)
H (4.560, -5.597, -1.142)
O (-7.269, 2.619, 1.408)
H (-8.004, 0.756, 0.664)
O (0.565, -2.552, 2.202)
C (-0.389, 1.488, 0.241)
H (9.923, 6.881, 2.589)
H (4.328, 2.349, 4.732)
H (0.401, 1.681, -0.584)
H (-4.608, -2.940, 2.873)
C (-1.549, -2.194, 0.746)
C (-3.434, -0.863, -0.299)
H (6.212, 5.853, 3.974)
H (1.282, 1.114, 1.811)
H (-1.067, 3.636, -0.135)
C (0.295, -3.404, -3.006)
O (0.354, -0.854, 0.496)
H (-1.355, -5.974, -6.051)
H (5.489, 3.193, 6.383)
H (-3.948, 1.402, -0.122)
H (0.072, -5.900, -5.022)
H (0.379, -3.459, -5.705)
O (3.878, -5.541, -3.099)
C (-0.391, -5.476, -5.915)
H (0.956, 2.849, 1.352)
H (5.578, -4.911, -4.101)
H (-4.378, 1.759, 3.630)
H (5.231, 4.846, 5.834)
H (-5.922, 0.102, 0.620)
C (-7.738, 1.818, 0.299)
H (-5.205, 2.019, -7.193)
H (5.495, -7.717, -2.848)
C (-2.669, -0.395, 2.119)
O (2.856, 3.542, 5.573)
H (-4.365, -0.572, -4.629)
H (-3.562, 3.380, -4.992)
H (-1.419, 2.748, 2.673)
H (1.106, -3.747, -3.651)
H (2.004, 1.053, 6.274)
H (-2.983, 0.397, -7.186)
H (-3.399, -1.273, -6.795)
H (-2.196, -0.394, -5.823)
H (4.212, -2.892, -2.564)
H (-1.042, -3.603, -6.718)
H (-3.530, -1.146, 2.299)
C (-1.047, -3.978, -3.426)
C (-0.805, -0.030, 0.087)
C (4.996, 4.135, 6.631)
H (2.695, 2.119, 4.142)
H (3.244, 3.295, 7.594)
H (8.856, 4.029, 2.164)
C (-2.444, -3.403, 1.233)
H (7.058, 6.633, 2.654)
C (6.004, -6.779, -3.084)
C (-0.483, 2.132, 2.875)
H (-3.527, -3.413, 0.900)
C (-1.520, 2.578, -0.047)
H (-8.704, 2.274, -0.135)
H (4.753, -6.311, -4.755)
H (-6.941, 0.867, 2.621)
H (0.248, -5.711, -6.768)
H (-6.877, 2.478, 3.502)
H (5.296, 5.082, 1.811)
H (10.417, 5.770, 1.295)
H (-1.890, -0.629, 2.920)
H (6.875, 4.459, 1.329)
C (0.436, 1.846, 1.602)
C (-4.963, 2.841, -6.515)
H (6.040, 3.731, 2.698)
H (-4.367, -4.565, 3.756)
H (0.277, -2.310, -3.060)
C (3.493, 3.972, 6.769)
H (6.879, -7.001, -3.699)
H (-1.320, -2.454, -0.357)
C (6.239, 4.680, 2.188)
H (-2.339, 2.652, 0.735)
C (-6.608, 1.611, -0.850)
H (-0.800, -0.247, -1.051)
H (-2.159, -4.831, 2.955)
H (-2.861, 2.381, -6.248)
H (8.783, 6.438, 1.321)

Force components x, y, z for each atom (eV/Å):
H 0.07 -0.02 0.04
C -0.01 -0.07 0.08
H -0.03 1.69 -0.66
H 0.08 0.03 -0.03
C -0.56 -2.32 1.37
H -0.21 0.04 0.12
C 0.16 0.09 -0.03
H 0.01 0.01 -0.08
H -0.10 -0.01 -0.20
C 0.03 -0.01 0.07
H -0.04 0.00 -0.06
H -0.59 -0.87 -1.43
H -0.11 -0.12 -0.19
C 0.58 1.51 0.54
C -1.43 -1.17 -0.65
O -0.21 0.17 -0.10
C -0.05 -0.57 0.35
O 1.84 -0.26 -2.40
H -0.05 -0.04 -0.07
C -0.79 -1.06 0.58
H 0.06 0.02 -0.08
C 0.03 -0.07 0.03
C 0.48 0.02 0.44
C -0.02 0.05 -0.04
H -0.06 0.01 -0.05
H -0.17 0.34 1.72
C -0.04 -0.01 -0.05
C -0.06 -0.01 0.15
C 0.06 0.09 0.00
H -1.34 -1.18 -0.22
C 0.06 0.08 -0.13
H 1.50 0.85 -0.71
Br -0.40 0.65 0.06
C 0.08 -0.03 -0.10
H 0.00 -0.04 0.06
H -0.53 1.00 1.21
C 0.78 0.92 0.02
H -0.79 -1.09 -1.33
H 0.51 1.12 0.74
H -0.01 -0.14 -0.19
O 0.03 -0.02 0.20
H 1.46 -0.06 -0.46
H -1.06 -0.59 -1.14
H 0.25 0.37 1.69
H 0.02 -0.01 0.09
O -1.42 -0.11 2.48
H -0.05 0.08 0.00
C -0.06 0.13 -0.02
H 0.06 -0.05 -0.05
C -0.01 -0.08 -0.09
O 0.01 0.03 0.24
H 0.87 0.29 1.46
H 0.08 0.03 0.01
O -0.25 -1.53 0.52
H 0.23 1.58 -0.47
O -1.88 2.44 -3.41
C 1.26 1.04 0.55
H 0.01 -0.09 -0.03
H 0.06 -0.04 0.06
H -1.25 -0.59 1.18
H 1.02 -0.95 0.97
C 0.32 -0.08 -1.16
C 0.15 0.74 -0.21
H 0.22 -0.04 0.07
H -1.36 0.74 -0.23
H -0.39 -1.73 0.26
C 0.12 0.11 -0.09
O -0.87 -1.28 2.75
H 0.06 0.06 -0.03
H 0.01 0.03 0.09
H 0.06 -1.33 -0.92
H 0.08 0.03 -0.07
H 0.06 -0.07 0.03
O -0.19 -0.05 -0.10
C -0.03 -0.12 0.11
H -0.73 -1.52 0.28
H 0.07 0.00 0.05
H 0.76 -0.77 -0.80
H -0.02 -0.03 0.09
H 0.28 -0.17 -1.74
C -0.29 -0.76 -1.06
H 0.07 0.07 -0.04
H 0.03 0.06 -0.06
C -0.96 -0.80 0.28
O -0.15 0.13 -0.11
H 0.03 0.20 0.09
H -0.02 -0.22 0.11
H 1.26 -1.08 0.05
H 0.02 -0.08 0.09
H 0.10 -0.01 -0.09
H -0.08 -0.04 -0.04
H 0.03 0.05 0.09
H -0.14 -0.07 -0.03
H 0.01 -0.07 0.11
H -0.11 0.08 0.21
H 1.42 0.97 -0.29
C 0.14 0.02 0.04
C -0.01 0.17 -2.23
C 0.07 -0.06 -0.09
H -0.04 0.22 0.07
H 0.08 -0.04 0.01
H -0.01 0.04 -0.08
C 0.60 -0.30 1.58
H 0.00 -0.01 -0.09
C 0.00 -0.04 0.14
C 0.68 -0.67 0.96
H 1.57 0.33 0.08
C 0.26 0.06 -0.86
H 1.49 -0.48 0.65
H -0.18 0.09 0.14
H -0.93 1.45 0.04
H -0.04 0.03 0.04
H -0.89 -0.59 -1.39
H 0.06 -0.03 0.07
H -0.04 0.00 0.06
H -0.79 0.73 -0.94
H -0.05 0.07 -0.03
C -0.39 1.51 -0.41
C -0.12 -0.08 -0.03
H -0.02 0.13 -0.02
H 0.73 1.42 -0.31
H -0.03 -0.09 0.05
C 0.08 -0.02 -0.01
H -0.06 0.01 0.02
H -0.26 0.49 1.60
C 0.04 -0.14 -0.05
H 0.98 -0.42 -1.09
C -0.13 -0.55 0.77
H -0.53 0.54 1.55
H -0.19 1.87 -0.34
H -0.04 -0.02 -0.08
H 0.05 -0.07 -0.05

=====

The lowest HOMO-LUMO gap belongs to which entry? C38H82BrF8NO11S2